Record 1
{
  "formula": "C34H33F11N11O12PbS3Te",
  "method": "ωB97M-V with the def2-TZVPD basis set",
  "homo_lumo_gap_ha": 0.293,
  "charge": -1,
  "total_energy_ev": -151695.1539,
  "symbols": ["Pb", "C", "C", "N", "C", "C", "N", "C", "C", "C", "C", "C", "N", "C", "C", "N", "C", "C", "N", "C", "C", "C", "N", "C", "C", "H", "H", "H", "H", "H", "H", "H", "H", "H", "H", "H", "H", "O", "S", "O", "O", "O", "F", "Te", "F", "F", "F", "F", "O", "F", "C", "F", "F", "S", "O", "O", "N", "S", "O", "O", "C", "F", "F", "F", "C", "C", "C", "C", "C", "C", "O", "N", "C", "O", "N", "C", "O", "H", "H", "H", "H", "H", "H", "H", "H", "H", "H", "H", "N", "C", "N", "C", "C", "C", "C", "C", "H", "H", "H", "H", "H", "H", "H", "H", "H", "H"],
  "positions_angstrom": [[0.31735, -0.71060, 0.45245], [-2.63323, 2.76827, -2.38298], [-2.00122, 2.51697, -1.19452], [-0.77594, 1.93216, -1.18780], [-0.17024, 1.67329, -2.37435], [-0.87841, 1.95220, -3.53860], [-2.09613, 2.46785, -3.57000], [1.21632, 1.15284, -2.43549], [2.05490, 1.73333, -3.37911], [3.37001, 1.31806, -3.47103], [3.78576, 0.28900, -2.63679], [2.89999, -0.23679, -1.70931], [1.63699, 0.19078, -1.61242], [3.33564, -1.32311, -0.78660], [4.67508, -1.60194, -0.53428], [5.05281, -2.63364, 0.21188], [4.09600, -3.37977, 0.75059], [2.75557, -3.06467, 0.58826], [2.39122, -2.05187, -0.18696], [4.32181, 1.97384, -4.39495], [5.61150, 2.28323, -3.97801], [6.47692, 2.88277, -4.87966], [6.14296, 3.18066, -6.13404], [4.89836, 2.90429, -6.51818], [3.95663, 2.31010, -5.69380], [-3.61535, 3.22436, -2.39143], [-2.39863, 2.74472, -0.21774], [-0.43201, 1.70926, -4.49437], [1.70191, 2.56619, -3.97207], [4.78748, -0.10527, -2.73178], [5.47153, -0.97455, -0.91489], [4.41219, -4.23207, 1.33874], [1.96277, -3.60723, 1.08561], [5.91834, 2.09518, -2.95649], [7.49039, 3.13368, -4.58650], [4.64818, 3.16851, -7.54034], [2.95960, 2.09541, -6.05869], [0.77716, 3.39111, 2.00096], [0.33031, 2.15972, 3.77245], [-1.02182, 2.56543, 3.71472], [0.73834, 1.00038, 2.87521], [1.32905, 2.87593, 4.46227], [0.08973, 0.90461, 5.15725], [0.94337, -0.71445, 3.96487], [0.84563, -1.29075, 5.78254], [-0.94490, -0.72511, 3.75287], [0.32803, -2.65867, 4.01726], [2.40748, 0.16745, 4.79160], [2.03288, -1.36797, 2.71623], [-0.97054, 5.78308, 2.18951], [0.34890, 5.95891, 2.07965], [0.55888, 7.07895, 1.37935], [0.86997, 6.11158, 3.29006], [1.05174, 4.52820, 1.15330], [-0.22815, 1.66958, -0.06737], [0.38365, 4.60774, -0.11385], [2.56996, 4.95894, 1.14242], [3.53156, 4.44584, -0.00250], [3.05174, 3.28430, -0.70125], [4.90114, 4.45830, 0.40553], [3.44977, 5.81819, -1.26203], [4.54604, 5.81622, -2.03173], [2.39316, 5.68970, -2.06796], [3.37540, 7.00573, -0.65229], [-5.11459, 0.51280, -0.02312], [-5.14098, -1.01499, -0.08010], [-3.97372, -1.62089, -0.87023], [-4.01869, -3.16902, -0.71151], [-2.87059, -3.95555, -1.34648], [-4.15412, -1.31912, -2.34898], [-5.23283, -1.34813, -2.90627], [-2.99988, -1.06254, -3.03771], [-1.68813, -1.09131, -2.51839], [-0.75928, -1.09507, -3.30966], [-1.55874, -1.04427, -1.16703], [-2.63388, -1.12015, -0.34043], [-2.50819, -0.84183, 0.85037], [-5.99727, 0.88031, 0.50200], [-5.11201, 0.94015, -1.03057], [-4.23310, 0.86228, 0.51329], [-6.06191, -1.34374, -0.56180], [-5.11121, -1.41090, 0.93593], [-4.96506, -3.50092, -1.14400], [-4.03891, -3.37864, 0.36094], [-2.82766, -3.80372, -2.42751], [-3.01967, -5.02186, -1.16484], [-1.90850, -3.67405, -0.92125], [-3.07731, -0.92241, -4.03380], [-0.43188, -2.94975, 1.14471], [-1.25924, -3.37186, 1.83423], [-2.21093, -3.86839, 2.58162], [-3.03699, -2.99020, 3.42765], [-2.65805, -3.16917, 4.89153], [-2.74839, -4.64586, 5.28490], [-1.82970, -5.48088, 4.38807], [-2.21879, -5.29059, 2.92496], [-4.08318, -3.27377, 3.26459], [-2.88653, -1.96372, 3.10395], [-3.32378, -2.56340, 5.51035], [-1.63724, -2.80718, 5.03066], [-3.78168, -4.99802, 5.17439], [-2.46089, -4.77158, 6.33021], [-1.89678, -6.54228, 4.64033], [-0.79570, -5.15232, 4.52334], [-3.23240, -5.66848, 2.75304], [-1.53713, -5.81731, 2.25920]],
  "forces_ev_per_angstrom": [[-0.306, 0.554, 0.142], [0.079, -0.081, -0.188], [-0.036, 0.012, 0.091], [-0.008, 0.128, 0.043], [0.106, -0.050, 0.092], [-0.254, 0.056, 0.023], [0.076, 0.076, 0.013], [0.110, 0.093, 0.093], [-0.058, 0.140, 0.089], [0.101, -0.082, 0.072], [0.022, 0.076, -0.061], [-0.079, 0.076, -0.013], [0.061, -0.062, -0.078], [-0.058, -0.119, 0.063], [0.074, -0.022, 0.056], [-0.027, -0.038, -0.006], [0.154, 0.109, -0.060], [-0.049, 0.037, -0.020], [0.111, -0.097, -0.309], [-0.022, -0.003, -0.036], [-0.036, 0.000, 0.023], [-0.031, -0.029, -0.100], [-0.004, 0.034, 0.010], [0.069, 0.007, 0.036], [-0.008, -0.018, 0.029], [0.014, -0.025, 0.084], [0.054, -0.042, 0.020], [0.067, -0.072, 0.050], [0.013, -0.007, 0.017], [0.001, 0.035, 0.054], [-0.058, -0.002, -0.044], [-0.078, 0.023, 0.040], [0.030, 0.024, 0.034], [0.028, 0.005, -0.036], [-0.033, 0.006, 0.039], [-0.027, -0.022, 0.026], [0.042, -0.006, -0.030], [0.251, 0.446, -0.987], [-0.829, -0.022, 2.366], [0.159, -0.024, -0.608], [-0.012, 0.999, 0.011], [0.201, 0.005, -0.596], [0.096, 0.414, -0.785], [-0.083, -3.267, 3.707], [-0.095, 0.304, -0.320], [0.328, 0.499, -0.653], [0.355, 0.186, -0.405], [-0.007, 0.117, -0.591], [-0.185, 0.473, -0.934], [0.034, -0.075, 0.083], [0.131, 0.215, -0.171], [-0.004, -0.005, 0.075], [-0.025, -0.123, -0.006], [0.060, 0.361, 0.174], [-0.072, 0.130, -0.256], [-0.160, -0.266, -0.116], [-0.009, -0.380, -0.075], [0.047, -0.037, -0.254], [-0.122, -0.132, -0.132], [-0.067, 0.242, 0.264], [-0.045, 0.086, 0.067], [-0.008, -0.106, 0.056], [-0.007, -0.006, 0.086], [0.028, -0.060, -0.099], [-0.022, -0.128, -0.057], [0.102, 0.269, -0.019], [-0.121, -0.069, 0.087], [0.195, -0.056, -0.052], [-0.122, 0.083, 0.004], [0.072, 0.012, -0.017], [0.082, 0.011, 0.048], [0.029, 0.006, 0.022], [-0.123, -0.050, -0.007], [-0.081, 0.006, 0.131], [0.138, 0.010, -0.046], [0.043, 0.110, -0.239], [0.048, -0.166, -0.002], [0.010, 0.052, -0.056], [-0.044, 0.011, 0.040], [-0.024, 0.020, 0.000], [-0.011, -0.089, 0.050], [0.009, -0.050, -0.028], [-0.068, 0.043, 0.091], [-0.054, 0.045, 0.017], [0.014, -0.033, 0.015], [0.001, 0.018, -0.037], [0.029, -0.016, -0.015], [0.026, -0.080, -0.056], [-0.087, -0.685, -0.246], [-0.048, -0.121, 0.318], [-0.162, 0.083, -0.223], [0.160, 0.117, 0.182], [-0.066, -0.128, 0.036], [0.205, 0.101, -0.072], [-0.140, 0.047, -0.001], [0.173, -0.022, 0.187], [0.003, 0.019, -0.064], [-0.051, -0.018, -0.093], [-0.006, 0.014, -0.031], [-0.070, -0.010, 0.016], [0.002, -0.022, 0.059], [-0.053, -0.024, -0.003], [0.032, 0.003, -0.004], [-0.011, -0.024, -0.002], [0.000, 0.001, -0.035], [-0.013, 0.023, -0.059]],
  "mulliken_charge": [1.95, -0.95, -0.29, 0.88, -0.18, -0.20, -0.70, -0.57, -0.66, 0.51, -0.89, 0.72, 0.95, -0.28, -0.36, -0.64, -0.45, -0.24, -0.14, 0.20, -0.63, -0.43, -0.65, -0.44, -0.41, 0.47, 0.57, 0.63, 0.85, 0.73, 0.44, 0.42, 0.29, 0.45, 0.39, 0.38, 0.48, -0.66, 1.82, -0.60, -0.33, -0.56, -0.50, 1.02, -0.32, -0.30, -0.60, -0.39, -0.43, -0.21, 0.37, -0.23, -0.20, 1.49, -0.52, -0.69, -0.82, 1.25, -0.43, -0.71, 0.58, -0.25, -0.22, -0.25, -1.19, -1.45, 2.67, -1.26, -1.18, -0.15, -0.69, 0.26, -0.78, -0.73, 0.66, 0.34, -0.94, 0.49, 0.28, 0.16, 0.53, 0.36, 0.55, 0.28, 0.31, 0.50, 0.00, 0.34, -0.52, 0.31, 0.31, -0.59, -0.22, -0.95, -0.47, -0.90, 0.44, 0.18, 0.42, -0.07, 0.32, 0.39, 0.41, 0.21, 0.37, 0.49]
}


Record 2
{
  "formula": "C34H33FeN6OP2SSe2",
  "method": "ωB97M-V with the def2-TZVPD basis set",
  "homo_lumo_gap_ha": [0.251, 0.243],
  "multiplicity": 5,
  "charge": 1,
  "total_energy_ev": -241270.1510,
  "s2": 6.013,
  "symbols": ["Fe", "Se", "P", "C", "C", "C", "C", "C", "C", "C", "C", "C", "C", "C", "C", "C", "C", "N", "N", "N", "P", "Se", "C", "C", "C", "C", "C", "C", "C", "C", "C", "C", "C", "C", "H", "H", "H", "H", "H", "H", "H", "H", "H", "H", "H", "H", "H", "H", "H", "H", "H", "H", "H", "H", "O", "N", "C", "C", "C", "C", "C", "H", "H", "H", "H", "H", "C", "N", "C", "S", "N", "C", "H", "H", "H", "H", "H", "H", "H", "H"],
  "positions_angstrom": [[-2.54595, 0.13017, -1.68712], [4.54105, 0.24387, -2.65542], [3.25165, 0.15507, -0.98292], [3.69185, -1.21973, 0.13558], [4.69425, -1.08413, 1.08748], [5.04525, -2.16143, 1.88008], [4.40995, -3.38053, 1.71668], [3.44485, -3.53173, 0.73668], [3.09015, -2.45813, -0.06102], [3.21595, 1.73587, -0.07402], [4.35695, 2.23457, 0.54388], [4.30315, 3.43937, 1.22048], [3.13395, 4.18007, 1.23168], [2.02115, 3.72377, 0.54778], [2.05775, 2.50287, -0.09772], [1.54045, -0.13763, -1.43592], [0.33725, -0.45873, -0.78892], [-0.58485, -0.57303, -1.78212], [0.00565, -0.31713, -2.92602], [1.26345, -0.05973, -2.74542], [-0.27915, -0.57283, 0.88748], [-2.41235, -0.25043, 0.81428], [0.51785, 0.65227, 1.96458], [1.77835, 0.44057, 2.51438], [2.32115, 1.39227, 3.35798], [1.62305, 2.55507, 3.64618], [0.37045, 2.76587, 3.09428], [-0.17865, 1.81847, 2.25378], [0.04905, -2.24933, 1.48518], [0.40575, -2.53343, 2.79648], [0.54785, -3.85383, 3.18788], [0.31955, -4.88123, 2.28638], [-0.06995, -4.59393, 0.98658], [-0.20175, -3.27883, 0.58378], [5.18985, -0.13823, 1.22538], [5.81925, -2.04913, 2.62208], [4.69015, -4.22043, 2.33218], [2.97045, -4.48813, 0.58848], [2.34275, -2.58093, -0.83312], [5.28675, 1.68847, 0.48868], [5.17895, 3.80477, 1.73238], [3.09905, 5.12827, 1.74438], [1.11775, 4.31127, 0.51628], [1.17615, 2.14517, -0.61192], [2.33045, -0.46093, 2.28948], [3.28665, 1.22467, 3.80958], [2.05145, 3.29787, 4.29988], [-0.18225, 3.66287, 3.32858], [-1.15745, 1.97427, 1.82028], [0.57035, -1.73213, 3.50168], [0.82835, -4.08093, 4.20398], [0.44225, -5.90813, 2.59408], [-0.27575, -5.39373, 0.29088], [-0.50035, -3.04053, -0.43042], [-2.00235, 2.01867, -2.37832], [-1.89725, 2.20767, -3.66192], [-3.00305, 2.17017, -4.43312], [-2.94145, 2.43517, -5.77982], [-1.71535, 2.71487, -6.36842], [-0.58315, 2.69617, -5.56672], [-0.69435, 2.44357, -4.21812], [-3.92165, 1.91507, -3.92272], [-3.84585, 2.41177, -6.36392], [-1.64685, 2.93727, -7.42082], [0.39495, 2.87677, -5.98202], [0.16315, 2.40247, -3.56202], [-6.22795, 0.72747, 1.16458], [-5.63525, 0.56937, -0.14552], [-5.34395, -0.60153, -0.72692], [-4.73175, -0.58813, -2.31602], [-5.62305, -1.72863, -0.08012], [-5.21435, -3.05243, -0.47502], [-6.34515, 1.78657, 1.37498], [-5.60125, 0.28747, 1.94598], [-7.21905, 0.27107, 1.18568], [-5.42925, 1.40707, -0.66682], [-5.92695, -1.64473, 0.87868], [-5.00275, -3.07723, -1.54192], [-6.01525, -3.75453, -0.25302], [-4.32065, -3.35033, 0.07758]],
  "forces_ev_per_angstrom": [[0.793, 0.377, -0.081], [-0.196, -0.017, 0.450], [1.114, 0.182, -0.386], [-0.292, 0.321, -0.245], [-0.097, 0.022, 0.107], [0.032, 0.068, 0.035], [0.040, -0.095, -0.048], [0.005, -0.050, -0.015], [-0.078, 0.103, 0.052], [-0.122, -0.348, -0.203], [0.001, -0.080, 0.049], [0.086, -0.006, -0.013], [0.007, 0.126, -0.148], [0.081, 0.102, -0.071], [0.008, -0.022, 0.045], [-0.579, -0.311, 0.499], [0.112, 0.163, -0.167], [-0.377, 0.226, 0.584], [-0.320, -0.064, -0.780], [0.180, 0.016, -0.447], [0.678, -0.123, 0.172], [-0.442, 0.150, -0.043], [-0.342, -0.344, -0.151], [-0.056, -0.176, -0.027], [0.047, 0.067, 0.088], [-0.126, -0.115, -0.028], [0.004, -0.008, 0.129], [-0.264, -0.014, -0.012], [-0.111, 0.320, -0.060], [-0.024, 0.135, -0.089], [0.020, -0.090, 0.053], [0.003, 0.060, 0.034], [-0.025, 0.001, -0.066], [-0.007, 0.001, -0.100], [0.077, 0.040, 0.046], [0.107, 0.013, 0.105], [0.019, -0.108, 0.096], [-0.072, -0.136, -0.026], [-0.020, -0.028, -0.033], [0.071, 0.046, -0.047], [0.138, 0.070, 0.028], [0.006, 0.123, 0.093], [-0.121, 0.115, 0.036], [-0.019, 0.024, -0.011], [0.051, -0.065, 0.018], [0.142, -0.037, -0.042], [0.083, 0.060, 0.106], [-0.036, 0.100, -0.020], [-0.015, 0.037, 0.049], [0.016, 0.018, 0.083], [0.064, -0.025, 0.115], [-0.015, -0.099, 0.065], [0.035, -0.060, -0.068], [0.001, -0.055, -0.038], [-0.351, -0.801, 1.530], [0.071, 0.105, -1.556], [-0.197, 0.018, 0.010], [0.251, -0.014, -0.108], [0.047, -0.034, 0.327], [-0.229, 0.072, -0.253], [0.178, -0.047, 0.201], [0.083, 0.100, 0.096], [-0.132, -0.016, -0.010], [0.027, -0.018, -0.098], [0.099, 0.009, 0.031], [-0.149, -0.013, 0.122], [-0.158, -0.176, 0.198], [0.113, -0.120, -0.015], [-0.563, 0.299, 0.649], [0.508, 0.011, -0.762], [0.040, 0.698, 0.253], [0.177, -0.570, -0.210], [0.061, -0.021, -0.023], [-0.003, 0.044, -0.031], [-0.035, -0.022, 0.095], [0.025, -0.240, -0.139], [-0.082, 0.077, -0.016], [-0.043, 0.022, 0.118], [-0.017, 0.005, -0.024], [0.018, 0.025, -0.059]],
  "mulliken_spin": [3.81, 0.00, 0.00, 0.00, 0.00, 0.00, 0.00, 0.00, 0.00, 0.00, 0.00, 0.00, 0.00, 0.00, 0.00, 0.00, -0.06, 0.05, 0.01, 0.01, 0.03, 0.06, -0.01, 0.00, 0.00, 0.00, 0.00, 0.00, 0.00, 0.00, 0.00, 0.00, 0.00, 0.00, 0.00, 0.00, 0.00, 0.00, 0.00, 0.00, 0.00, 0.00, 0.00, 0.00, 0.00, 0.00, 0.00, 0.00, 0.00, 0.00, 0.00, 0.00, 0.00, 0.00, 0.06, -0.02, 0.01, 0.00, 0.01, 0.00, 0.01, 0.00, 0.00, 0.00, 0.00, 0.00, 0.00, 0.00, -0.02, 0.05, 0.00, 0.00, 0.00, 0.00, 0.00, 0.00, 0.00, 0.00, 0.00, 0.00]
}